Formula: C3H7NSi
Source: OMol25
Level of theory: wB97M-V/def2-TZVPD

Structure (XYZ):
```
12
Properties=species:S:1:pos:R:3:lowdin_charge:R:1
C 1.4041 -0.6149 -1.5315 -0.37
C 0.9513 0.4346 1.8402 -0.03
C -1.6896 -0.4509 -0.7586 -0.20
N 2.1227 -1.2476 -2.1837 0.06
Si 0.0286 0.3525 -0.7358 0.80
H 0.2786 1.1358 2.1075 -0.08
H 1.0074 -0.3289 2.5254 -0.05
H 1.8627 0.8318 1.7105 -0.07
H -1.9635 -0.6531 0.1830 -0.01
H -2.4679 0.0652 -1.1585 0.00
H -1.7837 -1.2975 -1.3080 0.00
H 0.2493 1.7730 -0.6906 -0.06
```

The value obtained for the gap between HOMO and LUMO is 8.369 eV. As for the LUMO energy: -0.226 eV. The energy above the lowest of the compared OMol25 structures with the same formula, charge and spin comes out at 69.0 kcal per mole.

Formula: C4H9NO3
Source: OMol25
Level of theory: wB97M-V/def2-TZVPD

Structure (XYZ):
```
17
Properties=species:S:1:pos:R:3:lowdin_charge:R:1
N 1.9472 -1.0172 -0.1270 0.03
C 0.8632 -0.0091 -0.2125 -0.36
C 0.2734 -0.2467 -1.5974 -0.24
O -1.0876 0.0815 -1.7606 -0.05
C -0.1138 -0.1779 0.9552 -0.06
C -1.1838 0.8631 0.9977 -0.50
O -1.3612 1.8072 0.2729 0.11
O -1.9432 0.7081 2.1078 0.10
H 1.4958 -1.9229 -0.1396 0.07
H 2.4069 -0.9881 0.7806 0.07
H 1.2940 0.9869 -0.1194 0.14
H 0.3502 -1.2925 -1.9269 0.12
H 0.9613 0.1210 -2.3766 0.13
H -1.1901 1.0353 -1.7659 0.08
H 0.4219 -0.1442 1.8638 0.11
H -0.5070 -1.1871 0.9006 0.14
H -2.6274 1.3825 2.1472 0.12
```

The value obtained for the gap between HOMO and LUMO is 10.561 eV. The SMILES is N[C@@H](CO)CC(=O)O. As for the LUMO energy: 0.709 eV. The energy above the lowest of the compared OMol25 structures with the same formula, charge and spin comes out at 22.9 kcal per mole.

Formula: C5H7NO
Source: OMol25
Level of theory: wB97M-V/def2-TZVPD

Structure (XYZ):
```
14
Properties=species:S:1:pos:R:3:lowdin_charge:R:1
C -1.7139 -0.8737 -0.2551 -0.03
N -1.9227 0.5549 -0.5564 0.14
C -0.6680 0.1145 -0.4425 -0.16
C 0.9084 -0.2524 1.2473 -0.05
C 1.7031 -0.2889 -0.0635 -0.18
C 0.6630 0.6941 -0.5450 -0.34
O 0.3571 1.2730 0.7362 -0.15
H -1.8236 -1.2323 0.7590 0.11
H -1.9754 -1.5407 -1.0618 0.11
H -2.3279 1.2281 0.0835 0.15
H 1.5166 0.0206 2.1237 0.04
H 1.7326 -1.2567 -0.5844 0.10
H 2.7140 0.1485 -0.0887 0.10
H 0.8367 1.4108 -1.3524 0.15
```

The value obtained for the gap between HOMO and LUMO is 6.998 eV. As for the LUMO energy: 0.145 eV. The energy above the lowest of the compared OMol25 structures with the same formula, charge and spin comes out at 183.3 kcal per mole.

Formula: C31H34IrN6O4S2Si
Source: OMol25
Level of theory: wB97M-V/def2-TZVPD

Structure (XYZ):
```
79
Properties=species:S:1:pos:R:3:lowdin_charge:R:1
Ir -0.0579 0.9109 0.4909 1.10
O 1.9203 0.9353 1.2886 -0.29
N 2.4441 2.0800 1.5449 0.01
N 1.9107 3.0497 0.9295 -0.25
O 0.8869 2.9309 0.1213 -0.25
C 2.4270 4.3687 1.1687 -0.16
C 1.6697 5.4455 0.7466 0.00
C 2.1435 6.7309 0.9721 -0.08
C 3.3592 6.9292 1.6066 -0.10
C 4.1089 5.8330 2.0175 -0.09
C 3.6499 4.5454 1.8011 -0.02
H 0.7250 5.2671 0.2567 0.11
H 1.5519 7.5777 0.6496 0.10
H 3.7242 7.9331 1.7810 0.10
H 5.0608 5.9802 2.5110 0.10
H 4.2186 3.6856 2.1217 0.11
C -1.3460 -0.6506 1.0049 -0.36
Si -0.9117 -2.1050 -0.0195 0.64
C -0.1244 -1.3636 -1.5602 -0.22
N 0.8979 -0.3694 -1.1337 -0.26
C 1.2085 0.6031 -2.2104 -0.19
C 1.9052 -0.0187 -3.4170 -0.16
C 3.0838 -0.9121 -2.9844 -0.19
C 3.3693 -0.7512 -1.4938 -0.18
C 2.1322 -1.0934 -0.6743 -0.18
C 0.2883 -3.2103 0.9262 -0.25
C 0.6856 -4.4594 0.4384 -0.12
C 1.5883 -5.2535 1.1316 -0.10
C 2.1138 -4.8102 2.3390 -0.10
C 1.7374 -3.5722 2.8393 -0.08
C 0.8355 -2.7814 2.1380 -0.08
C -2.3508 -3.1664 -0.6202 -0.22
C -2.6692 -4.4167 -0.0849 -0.10
C -3.7763 -5.1306 -0.5263 -0.10
C -4.5923 -4.6032 -1.5166 -0.11
C -4.2975 -3.3608 -2.0614 -0.09
C -3.1911 -2.6519 -1.6154 -0.08
H -1.3687 -0.8928 2.0655 -0.01
H -2.3288 -0.2630 0.7252 0.03
H -0.8919 -0.8337 -2.1230 0.05
H 0.3037 -2.1190 -2.2327 0.10
H 1.8283 1.3852 -1.7698 0.11
H 0.2725 1.0654 -2.5150 0.10
H 2.2498 0.7985 -4.0542 0.11
H 1.1811 -0.5884 -4.0017 0.10
H 3.9756 -0.6832 -3.5710 0.10
H 2.8431 -1.9624 -3.1734 0.11
H 3.7105 0.2621 -1.2669 0.11
H 4.1655 -1.4328 -1.1864 0.11
H 2.3096 -0.8888 0.3748 0.09
H 1.9458 -2.1622 -0.7712 0.10
H 0.2874 -4.8171 -0.5064 0.10
H 1.8836 -6.2163 0.7317 0.09
H 2.8148 -5.4290 2.8862 0.09
H 2.1456 -3.2137 3.7764 0.10
H 0.5729 -1.8075 2.5384 0.09
H -2.0454 -4.8403 0.6940 0.09
H -4.0017 -6.0997 -0.0969 0.09
H -5.4570 -5.1572 -1.8616 0.09
H -4.9264 -2.9415 -2.8370 0.10
H -2.9817 -1.6831 -2.0573 0.09
C -3.7528 0.1808 3.9000 -0.10
O -2.8738 1.0523 3.1902 -0.24
C -1.5818 1.1225 3.5036 -1.28
S -0.8920 0.3801 4.7981 0.62
S -0.7053 2.1569 2.3854 0.60
H -4.3251 0.7697 4.6169 0.09
H -3.1987 -0.5953 4.4221 0.04
H -4.4183 -0.2498 3.1545 0.09
N -2.1160 3.2527 -0.5331 0.19
C -1.9974 2.1997 -1.3682 -0.47
O -1.5024 1.0982 -0.9533 -0.21
C -2.4760 2.2832 -2.6948 -0.21
C -3.0572 3.4789 -3.1724 -0.26
N -3.5492 4.4648 -3.5222 0.11
C -2.3162 1.1688 -3.5512 -0.24
N -2.1681 0.2594 -4.2490 0.13
H -2.2997 4.1592 -0.9304 0.10
H -1.5874 3.2124 0.3286 0.01
```

The value obtained for the gap between HOMO and LUMO is 7.189 eV. The net charge is -1. As for the LUMO energy: 2.386 eV. The energy above the lowest of the compared OMol25 structures with the same formula, charge and spin comes out at 21.8 kcal per mole.

Formula: C2H7OS
Source: OMol25
Level of theory: wB97M-V/def2-TZVPD

Structure (XYZ):
```
11
Properties=species:S:1:pos:R:3:lowdin_charge:R:1
O 3.0979 -0.0251 0.9589 -0.20
H 3.1065 0.8369 1.3469 -0.03
C 0.5823 -0.6456 -0.1446 -0.65
S -0.5272 0.5886 0.4261 0.53
C -2.2188 0.4732 -0.3990 -0.47
H 0.5081 -1.6275 0.3276 -0.06
H 0.7600 -0.7159 -1.2180 -0.06
H 2.2249 -0.2479 0.4486 -0.05
H -2.7064 1.4459 -0.3509 -0.01
H -2.7548 -0.3513 0.0657 -0.01
H -2.0724 0.2687 -1.4612 0.00
```

The value obtained for the gap between HOMO and LUMO is 6.141 eV. The net charge is -1. As for the LUMO energy: 4.000 eV. The energy above the lowest of the compared OMol25 structures with the same formula, charge and spin comes out at 44.3 kcal per mole.

Formula: C50H127N9O16
Source: OMol25
Level of theory: wB97M-V/def2-TZVPD

Structure (XYZ):
```
202
Properties=species:S:1:pos:R:3:lowdin_charge:R:1
C 4.1699 2.5342 4.2315 -0.10
O 3.0376 3.3671 4.3082 -0.20
C 2.9032 4.4083 3.3638 -0.18
C 4.0304 5.5185 3.4707 -0.43
C 3.9683 6.3543 4.7411 -0.06
N 4.2678 6.2846 2.2602 0.03
H 4.0882 1.8911 5.1078 0.09
H 5.1386 3.0259 4.3203 0.08
H 4.1099 1.9377 3.3212 0.08
H 2.8491 3.9692 2.3676 0.11
H 1.9034 4.8399 3.4109 0.11
H 5.0103 5.0423 3.5031 0.11
H 3.1211 7.0402 4.7443 0.07
H 4.8948 6.9139 4.8695 0.08
H 3.7426 5.7559 5.6237 0.08
H 4.4586 5.6977 1.4607 0.07
H 3.4114 6.7602 2.0146 0.06
C 3.5960 -0.2965 0.5768 -0.10
O 2.7995 0.6880 1.2248 -0.21
C 1.9141 0.2265 2.2631 -0.14
C 0.7254 -0.7367 1.8281 -0.38
C -0.2935 -0.1511 0.8123 -0.03
N 0.0474 -1.1163 3.0423 0.05
H 3.0254 -1.0452 0.0272 0.07
H 4.1913 -0.9031 1.2593 0.08
H 4.2350 0.2047 -0.1502 0.08
H 2.5740 -0.1079 3.0637 0.11
H 1.4875 1.0810 2.7884 0.11
H 1.0510 -1.7159 1.4773 0.12
H -0.5651 0.8280 1.2068 0.07
H -1.2232 -0.6944 0.6427 0.06
H 0.1541 0.0228 -0.1662 0.05
H -0.5282 -1.9167 2.8228 0.03
H 0.7274 -1.4790 3.6950 0.03
C -4.7620 -3.0967 -11.3370 -0.11
O -3.9551 -3.1049 -10.1615 -0.22
C -4.3915 -2.2522 -9.0594 -0.18
C -3.5493 -2.5641 -7.8191 -0.20
N -4.2543 -2.2943 -6.5624 -0.07
C -3.4595 -2.5735 -5.3568 -0.19
C -2.4377 -1.4633 -5.0332 -0.18
O -1.7402 -1.8001 -3.7935 -0.21
C -0.7544 -0.8975 -3.4585 -0.15
H -4.4465 -3.8703 -12.0371 0.09
H -4.7167 -2.1580 -11.8892 0.08
H -5.8046 -3.2152 -11.0419 0.08
H -5.4443 -2.4901 -8.9072 0.11
H -4.2338 -1.2247 -9.3874 0.12
H -2.6029 -2.0235 -7.8319 0.12
H -3.3385 -3.6263 -7.9434 0.12
H -5.0212 -2.9449 -6.4699 0.10
H -2.8619 -3.4807 -5.4460 0.10
H -4.1475 -2.5706 -4.5113 0.12
H -2.9153 -0.4864 -4.9576 0.12
H -1.6379 -1.3944 -5.7707 0.11
H -1.0197 0.1468 -3.2934 0.09
H 0.0458 -0.9458 -4.1970 0.09
H -0.3563 -1.2566 -2.5095 0.07
C -2.8540 0.1801 3.8732 -0.13
O -4.0558 -0.3782 4.3570 -0.20
C -4.9653 -0.5600 3.2288 -0.18
C -6.3264 -1.0207 3.8565 -0.20
N -7.3665 -1.1516 2.8399 -0.07
C -8.7316 -1.4255 3.3990 -0.18
C -9.7000 -1.8097 2.2580 -0.24
O -10.2307 -0.5870 1.7875 -0.19
C -11.0335 -0.7890 0.6160 -0.10
H -2.1427 0.1870 4.6992 0.07
H -2.9880 1.2066 3.5321 0.09
H -2.4319 -0.4404 3.0827 0.06
H -4.6059 -1.3404 2.5580 0.09
H -5.1600 0.3668 2.6892 0.12
H -6.6497 -0.2081 4.5070 0.10
H -6.1868 -1.8977 4.4885 0.12
H -7.4706 -0.4877 2.0859 0.11
H -9.1634 -0.5433 3.8718 0.11
H -8.7031 -2.1954 4.1701 0.11
H -10.4830 -2.5104 2.5478 0.12
H -9.0729 -2.2882 1.5057 0.11
H -11.4082 0.1309 0.1672 0.09
H -11.9236 -1.3880 0.8082 0.08
H -10.4774 -1.3799 -0.1118 0.08
C -2.3817 -3.3820 1.3343 -0.09
O -1.6955 -3.2320 2.5555 -0.23
C -2.5491 -3.5411 3.6820 -0.19
C -1.7476 -3.2628 4.9201 -0.22
N -0.5794 -4.1552 4.9822 -0.02
C 0.3423 -3.7807 6.1111 -0.19
C 1.1352 -2.4877 6.0172 -0.15
O 1.9805 -2.4135 4.8011 -0.26
C 3.2574 -3.0086 4.8699 -0.10
H -1.6535 -3.2267 0.5382 0.08
H -3.2184 -2.6863 1.2711 0.08
H -2.7182 -4.4160 1.2583 0.10
H -2.7607 -4.6072 3.7641 0.12
H -3.5308 -3.0674 3.6906 0.11
H -2.3158 -3.4264 5.8358 0.13
H -1.4483 -2.2147 4.9149 0.09
H 0.0374 -3.9172 4.2187 0.09
H 1.1203 -4.5436 6.0819 0.10
H -0.1302 -3.9124 7.0845 0.12
H 1.8520 -2.3493 6.8266 0.12
H 0.4381 -1.6617 5.8762 0.11
H 3.8212 -2.3856 5.5642 0.08
H 3.7171 -2.9770 3.8821 0.09
H 3.3319 -4.0336 5.2332 0.08
C -6.6214 0.6350 7.9681 -0.13
O -6.0153 1.6746 8.6736 -0.18
C -6.0091 2.9185 7.9775 -0.23
C -4.8753 3.7693 8.4353 -0.23
N -3.5495 3.3201 8.0304 -0.05
C -3.3674 3.3655 6.5490 -0.17
C -1.9073 2.9935 6.1654 -0.23
O -1.7732 3.3693 4.8216 -0.21
C -0.5422 2.9274 4.2884 -0.11
H -6.1230 0.3872 7.0309 0.08
H -7.7062 0.6925 7.8789 0.09
H -6.4387 -0.2506 8.5767 0.09
H -6.8964 3.4952 8.2386 0.12
H -5.9968 2.6935 6.9111 0.11
H -4.9616 3.8597 9.5181 0.12
H -4.9422 4.8152 8.1359 0.12
H -3.5571 2.3457 8.2961 0.10
H -3.6588 4.3429 6.1645 0.12
H -3.9699 2.6349 6.0093 0.10
H -1.7124 1.9421 6.3768 0.11
H -1.1876 3.6254 6.6858 0.12
H 0.2809 3.4901 4.7290 0.08
H -0.5363 3.3728 3.2936 0.09
H -0.4445 1.8427 4.3331 0.08
C 1.9210 2.6807 -1.3823 -0.08
O 2.3429 3.4260 -2.5680 -0.20
C 1.2921 3.6832 -3.5310 -0.20
C 1.5879 4.7655 -4.5592 -0.24
N 2.7149 4.5275 -5.3905 -0.07
C 3.1451 5.6925 -6.1301 -0.18
C 4.2433 6.4529 -5.3152 -0.20
O 5.4164 5.7411 -4.9694 -0.24
C 6.5526 6.4999 -4.5824 -0.08
H 1.7597 1.6177 -1.5615 0.07
H 1.0574 3.1507 -0.9119 0.08
H 2.6493 2.7018 -0.5716 0.07
H 0.4883 4.0701 -2.9047 0.11
H 0.9592 2.7877 -4.0557 0.12
H 1.7922 5.6521 -3.9590 0.12
H 0.7056 4.8708 -5.1905 0.13
H 3.4449 4.2616 -4.7451 0.09
H 2.3327 6.3282 -6.4823 0.12
H 3.4860 5.3567 -7.1094 0.11
H 3.9179 6.9845 -4.4210 0.12
H 4.6145 7.2417 -5.9694 0.11
H 6.7154 7.2029 -5.3994 0.09
H 7.3924 5.8103 -4.4968 0.08
H 6.3675 7.0567 -3.6638 0.09
C 7.2282 -0.7478 0.2826 -0.10
O 7.0594 0.2843 -0.6885 -0.20
C 7.8354 0.0473 -1.8470 -0.23
C 7.9935 1.3568 -2.6378 -0.22
N 6.6440 1.7456 -2.9513 -0.06
C 6.6576 3.0409 -3.6685 -0.18
C 7.3639 3.0932 -5.0441 -0.22
O 8.7285 3.4119 -4.8332 -0.21
C 9.4558 3.3155 -6.0173 -0.12
H 6.6596 -1.6006 -0.0882 0.08
H 6.7624 -0.6880 1.2663 0.08
H 8.3091 -0.8404 0.3881 0.09
H 7.3499 -0.6494 -2.5304 0.12
H 8.8475 -0.3124 -1.6616 0.11
H 8.5179 1.2014 -3.5806 0.12
H 8.5647 2.1297 -2.1236 0.12
H 6.1276 1.9196 -2.1009 0.10
H 7.1211 3.7873 -3.0233 0.12
H 5.6202 3.2383 -3.9385 0.10
H 6.7643 3.8112 -5.6035 0.10
H 7.3039 2.1083 -5.5071 0.12
H 10.4653 3.4394 -5.6253 0.09
H 9.2179 4.0977 -6.7381 0.09
H 9.3860 2.3221 -6.4604 0.09
C -0.6494 -9.3462 -5.5177 -0.12
O -0.3729 -8.1591 -4.8180 -0.18
C -1.4253 -7.2314 -4.9645 -0.21
C -1.0368 -5.9306 -4.2193 -0.19
N -1.1473 -6.1081 -2.7823 -0.06
C -0.9488 -4.9017 -1.9738 -0.17
C 0.4280 -4.1569 -2.2260 -0.25
O 1.4248 -5.0254 -1.8516 -0.18
C 2.7450 -4.5148 -1.9980 -0.09
H 0.1797 -10.0529 -5.4808 0.09
H -0.8278 -9.1859 -6.5810 0.08
H -1.5136 -9.8324 -5.0652 0.09
H -2.3641 -7.6093 -4.5597 0.12
H -1.5908 -7.0485 -6.0262 0.11
H -1.6539 -5.0712 -4.4814 0.10
H -0.0669 -5.4825 -4.4354 0.11
H -0.4674 -6.8089 -2.5240 0.10
H -1.0178 -5.0975 -0.9038 0.10
H -1.7294 -4.1482 -2.0787 0.10
H 0.3419 -3.3245 -1.5277 0.10
H 0.6146 -3.7620 -3.2247 0.11
H 2.9299 -3.6465 -1.3656 0.07
H 2.9639 -4.1812 -3.0123 0.09
H 3.4209 -5.3354 -1.7577 0.09
```

The value obtained for the gap between HOMO and LUMO is 8.933 eV. The SMILES is COC[C@H](C)N.COC[C@H](C)N.COCCNCCOC.COCCNCCOC.COCCNCCOC.COCCNCCOC.COCCNCCOC.COCCNCCOC.COCCNCCOC. As for the LUMO energy: 0.487 eV. The energy above the lowest of the compared OMol25 structures with the same formula, charge and spin comes out at 109.3 kcal per mole.